Record 1
{
  "formula": "C14H29AsF6KN5O20S3",
  "method": "ωB97M-V/def2-TZVPD",
  "elements": ["K", "As", "F", "F", "F", "F", "F", "F", "C", "N", "O", "O", "H", "H", "H", "C", "N", "O", "O", "H", "H", "H", "C", "N", "O", "O", "H", "H", "H", "C", "N", "O", "O", "H", "H", "H", "C", "C", "O", "S", "O", "O", "O", "H", "H", "H", "H", "C", "C", "O", "S", "O", "O", "O", "H", "H", "H", "H", "C", "C", "O", "S", "O", "O", "O", "H", "H", "H", "H", "N", "C", "C", "C", "C", "H", "H", "H", "H", "H"],
  "xyz": [[-27.379, -29.408, 24.305], [-23.819, -29.086, 23.690], [-22.825, -28.779, 25.085], [-23.074, -27.753, 22.856], [-24.838, -29.321, 22.277], [-24.678, -30.438, 24.465], [-25.061, -28.029, 24.332], [-22.664, -30.247, 23.075], [-25.227, -32.403, 21.216], [-25.488, -32.685, 19.795], [-24.570, -32.646, 19.013], [-26.653, -32.858, 19.495], [-24.174, -32.330, 21.472], [-25.523, -33.255, 21.831], [-25.789, -31.522, 21.501], [-22.958, -33.435, 24.202], [-23.043, -34.644, 23.321], [-22.986, -34.466, 22.118], [-23.314, -35.701, 23.839], [-22.392, -33.723, 25.082], [-23.994, -33.228, 24.451], [-22.482, -32.638, 23.644], [-21.971, -27.636, 19.770], [-20.475, -27.756, 19.744], [-19.962, -28.829, 19.514], [-19.858, -26.715, 19.758], [-22.239, -27.488, 18.730], [-22.204, -26.856, 20.482], [-22.322, -28.617, 20.082], [-24.156, -24.624, 22.617], [-25.171, -24.692, 21.527], [-24.867, -24.375, 20.401], [-26.259, -25.138, 21.848], [-24.460, -25.105, 23.536], [-24.025, -23.565, 22.865], [-23.190, -24.904, 22.210], [-23.847, -29.251, 27.837], [-23.123, -30.535, 27.546], [-22.678, -31.046, 28.825], [-23.549, -30.394, 30.034], [-22.691, -29.514, 30.779], [-24.303, -31.360, 30.770], [-24.537, -29.555, 29.048], [-24.538, -28.862, 27.094], [-23.155, -28.414, 27.988], [-22.245, -30.479, 26.909], [-23.819, -31.310, 27.211], [-18.471, -29.635, 22.178], [-19.354, -29.281, 23.379], [-18.496, -29.019, 24.493], [-16.922, -29.257, 24.072], [-16.566, -30.589, 24.464], [-16.104, -28.164, 24.498], [-17.170, -29.143, 22.505], [-18.839, -29.243, 21.237], [-18.377, -30.723, 22.170], [-20.050, -30.082, 23.625], [-19.971, -28.392, 23.230], [-19.710, -27.589, 27.466], [-19.587, -28.481, 28.753], [-19.972, -27.680, 29.829], [-19.717, -26.132, 29.547], [-18.324, -25.827, 29.779], [-20.724, -25.320, 30.160], [-20.043, -26.287, 27.953], [-20.596, -27.913, 26.920], [-18.813, -27.653, 26.860], [-18.521, -28.704, 28.863], [-20.122, -29.427, 28.746], [-25.470, -28.750, 19.294], [-24.951, -27.549, 18.917], [-24.826, -27.548, 17.548], [-25.239, -28.848, 17.080], [-25.594, -29.547, 18.204], [-25.549, -28.992, 20.264], [-24.678, -26.801, 19.636], [-24.452, -26.747, 16.932], [-25.079, -29.288, 16.111], [-25.887, -30.583, 18.287]],
  "atomic_forces_ev_per_a": [[0.4, 0.1, -0.1], [1.1, -0.1, -0.7], [-0.5, -0.3, -0.3], [-0.2, -0.5, 0.4], [-0.2, -0.2, 0.3], [0.0, 0.5, 0.0], [-0.2, -0.1, 0.2], [-0.5, 0.6, 0.2], [0.5, -0.6, 1.4], [0.0, 0.3, -0.2], [0.2, -0.2, 0.1], [-0.2, -0.1, 0.0], [0.1, 0.5, -0.7], [-0.6, 0.0, -0.4], [0.0, 0.1, -0.1], [0.3, -0.5, -0.1], [-0.7, 0.1, -0.4], [0.3, 0.2, 0.1], [0.3, -0.1, 0.3], [-0.1, 0.0, 0.1], [0.1, 0.2, 0.1], [-0.1, 0.1, 0.0], [0.8, -1.3, 0.4], [0.0, 0.8, -1.2], [-0.3, -0.7, 0.3], [0.1, 0.3, 0.6], [-0.2, 0.4, 0.1], [-0.2, 0.2, -0.3], [-0.2, 0.1, 0.1], [0.7, 1.5, -0.1], [-0.3, -0.9, 0.5], [0.3, 0.2, 0.2], [-0.2, 0.1, 0.0], [-0.2, -0.5, -0.4], [-0.2, 0.0, -0.2], [-0.1, -0.5, 0.0], [0.7, 0.9, 0.2], [-0.2, -1.2, -0.1], [-0.4, 0.6, 0.9], [0.6, 0.5, 0.7], [-0.7, -0.6, -1.0], [0.3, 0.4, -1.1], [0.0, -0.4, 0.8], [-0.3, -0.6, 0.0], [0.1, -0.2, 0.3], [-0.1, 0.2, -0.1], [0.0, 0.3, -0.5], [-0.1, -1.1, 0.9], [-0.8, 0.5, 0.0], [1.3, -0.1, -0.2], [-0.1, 0.1, 0.6], [-0.4, 0.6, -0.5], [-0.9, -0.7, -0.3], [0.3, 0.6, 0.2], [0.4, 0.1, 0.0], [-0.1, 0.0, -0.5], [0.2, -0.2, 0.0], [0.2, 0.1, -0.1], [-1.2, -0.9, 0.9], [1.9, 0.1, -1.1], [-0.9, 0.6, 1.2], [0.7, 0.3, -0.3], [-1.5, -0.4, -0.6], [0.7, -0.9, -0.7], [0.6, 0.7, 0.7], [0.2, 0.1, -0.4], [0.0, 0.4, 0.0], [-0.1, -0.2, 0.1], [-0.4, 0.3, 0.1], [0.4, 0.4, 0.4], [-0.1, 0.5, -0.8], [0.0, -0.6, -0.2], [0.7, 0.5, 1.0], [-0.4, -0.9, -0.5], [-0.1, -0.3, -0.1], [-0.2, 0.2, 0.1], [0.0, 0.1, 0.1], [-0.3, 0.2, -0.2], [-0.1, 0.1, 0.0]],
  "lowdin_charge": [0.937, 0.776, -0.221, -0.230, -0.276, -0.311, -0.321, -0.237, 0.021, -0.449, 0.092, 0.058, 0.079, 0.100, 0.076, 0.047, -0.445, 0.054, 0.078, 0.100, 0.093, 0.075, 0.046, -0.441, 0.047, 0.076, 0.099, 0.080, 0.096, 0.042, -0.445, 0.070, 0.047, 0.088, 0.105, 0.090, -0.190, -0.172, -0.204, 0.656, -0.222, -0.219, -0.189, 0.116, 0.134, 0.124, 0.128, -0.141, -0.171, -0.212, 0.641, -0.230, -0.220, -0.178, 0.096, 0.133, 0.114, 0.124, -0.139, -0.168, -0.193, 0.657, -0.230, -0.219, -0.198, 0.109, 0.119, 0.129, 0.122, 0.022, -0.170, -0.096, -0.078, -0.143, 0.105, 0.086, 0.094, 0.093, 0.089],
  "total_charge": 0
}

Record 2
{
  "formula": "C26H48CaCl2N2O3P",
  "method": "ωB97M-V/def2-TZVPD",
  "elements": ["O", "C", "C", "C", "H", "C", "H", "C", "H", "C", "H", "C", "H", "H", "C", "C", "H", "H", "H", "C", "C", "H", "H", "H", "H", "Ca", "Cl", "Cl", "C", "O", "N", "C", "C", "H", "H", "H", "H", "H", "H", "H", "H", "H", "C", "C", "N", "H", "C", "O", "H", "H", "H", "H", "C", "C", "C", "P", "C", "C", "C", "C", "C", "C", "H", "H", "H", "H", "H", "H", "H", "H", "H", "H", "H", "H", "H", "H", "H", "H", "H", "H", "H", "H", "H"],
  "xyz": [[2.430, 1.338, -2.974], [1.318, 1.772, -3.430], [1.042, 3.243, -3.147], [0.478, 3.681, -1.955], [0.139, 2.943, -1.217], [0.276, 5.056, -1.755], [-0.214, 5.388, -0.835], [0.683, 5.970, -2.736], [0.529, 7.041, -2.582], [1.310, 5.515, -3.906], [1.658, 6.225, -4.662], [1.502, 4.148, -4.104], [1.991, 3.766, -5.008], [1.392, 1.633, -4.528], [-0.179, -0.314, -4.295], [-0.354, 0.806, -3.346], [-0.242, 0.012, -5.349], [-0.986, -1.053, -4.159], [0.801, -0.792, -4.178], [-1.460, 1.521, -3.124], [-2.765, 1.390, -3.845], [-1.464, 2.286, -2.350], [-2.901, 2.192, -4.584], [-3.591, 1.454, -3.128], [-2.855, 0.421, -4.353], [-1.869, -0.646, -1.367], [-1.304, 1.398, 0.222], [-3.878, -1.630, -2.493], [-3.452, -1.420, 0.997], [-2.317, -1.846, 0.667], [-4.332, -2.085, 1.739], [-4.051, -3.440, 2.203], [-5.691, -1.584, 1.890], [-3.811, -0.426, 0.657], [-2.992, -3.673, 2.057], [-4.668, -4.163, 1.654], [-4.333, -3.518, 3.260], [-5.731, -0.555, 1.513], [-5.995, -1.623, 2.941], [-6.400, -2.199, 1.320], [1.472, -4.988, -1.367], [3.877, -3.682, -1.532], [1.235, -4.338, -2.218], [3.386, -3.068, -2.303], [1.941, -3.065, -2.100], [0.156, -4.171, -2.266], [1.295, -1.949, -1.774], [0.066, -1.929, -1.502], [3.756, -2.035, -2.246], [1.907, -1.022, -1.768], [1.578, -4.839, -3.127], [3.618, -3.488, -3.291], [1.399, -2.654, 1.731], [1.082, -1.694, 2.883], [2.225, -1.683, 3.890], [0.519, -0.049, 2.174], [-0.656, 0.675, 3.442], [-0.533, 0.121, 4.858], [-0.664, 2.207, 3.437], [2.004, 1.100, 2.131], [2.692, 1.394, 3.465], [2.997, 0.646, 1.051], [2.306, -2.348, 1.191], [0.566, -2.720, 1.023], [1.578, -3.659, 2.135], [0.171, -2.066, 3.384], [3.195, -1.455, 3.428], [2.057, -1.003, 4.732], [2.304, -2.694, 4.314], [-1.620, 0.325, 3.027], [0.419, 0.404, 5.324], [-1.339, 0.555, 5.463], [-0.643, -0.968, 4.897], [-0.943, 2.578, 2.445], [-1.422, 2.551, 4.152], [0.307, 2.635, 3.716], [1.535, 2.032, 1.766], [3.438, 0.630, 3.720], [3.239, 2.341, 3.349], [2.000, 1.509, 4.310], [2.539, 0.651, 0.051], [3.847, 1.342, 1.037], [3.397, -0.358, 1.254]],
  "atomic_forces_ev_per_a": [[0.4, -1.0, 1.7], [-0.3, -0.3, -0.8], [0.1, -0.6, 0.1], [-0.2, 0.6, 0.0], [0.3, 0.4, -0.3], [0.2, -0.4, -0.2], [0.2, 0.0, -0.3], [0.1, -0.1, 0.0], [0.0, -0.3, -0.1], [0.0, 0.0, 0.2], [-0.1, -0.1, 0.3], [-0.3, 0.3, 0.1], [-0.2, 0.2, 0.4], [-1.2, 0.2, -0.5], [-0.8, -0.5, -0.6], [2.3, 2.2, 0.0], [0.0, 0.0, 0.3], [0.3, -0.2, -0.2], [-0.1, 0.0, 0.1], [-0.1, -0.3, -0.1], [-0.5, -0.6, 0.0], [0.2, 0.1, -0.4], [0.1, -0.1, 0.1], [-0.1, 0.0, -0.2], [-0.1, 0.3, 0.0], [1.4, 0.5, 0.5], [-0.9, 0.4, -0.3], [-0.6, -0.4, -0.2], [1.7, -0.3, -0.9], [-1.9, 0.6, 0.6], [-0.3, -0.3, 0.2], [-0.2, 0.1, 0.0], [0.1, -0.1, 0.0], [0.1, -0.3, 0.2], [-0.3, 0.2, 0.0], [0.2, 0.1, 0.0], [0.2, 0.0, -0.1], [-0.1, -0.3, 0.2], [0.1, 0.2, -0.1], [0.2, 0.1, 0.0], [-0.1, 0.1, -0.1], [-0.1, 0.2, -0.2], [0.2, 0.1, 0.1], [-0.2, 0.1, 0.0], [0.1, -0.3, -0.1], [0.3, 0.1, 0.1], [-1.6, 0.7, 0.5], [1.6, -0.2, -0.5], [-0.1, -0.3, 0.0], [-0.3, -0.3, 0.0], [-0.1, 0.0, 0.0], [0.0, 0.1, 0.2], [-0.1, -0.2, 0.1], [0.0, 0.6, 0.2], [0.0, -0.6, 0.4], [0.3, -0.5, -0.9], [0.2, -0.4, -0.1], [-0.2, 0.2, 0.2], [-0.2, -0.1, -0.1], [-0.6, -0.3, 0.3], [0.5, 0.4, -0.1], [0.0, 0.1, 0.0], [-0.2, 0.0, 0.0], [0.2, 0.1, 0.1], [0.1, 0.0, 0.0], [0.3, 0.0, -0.2], [-0.3, 0.0, 0.0], [0.1, -0.1, -0.3], [0.2, 0.0, 0.1], [0.2, 0.3, 0.2], [-0.2, -0.1, 0.0], [0.1, -0.1, 0.1], [0.1, 0.2, 0.0], [0.1, 0.0, 0.2], [0.1, 0.1, 0.0], [-0.3, -0.1, 0.0], [0.1, -0.3, 0.1], [-0.2, 0.2, 0.0], [0.0, -0.1, 0.2], [0.2, -0.1, -0.3], [0.1, 0.0, 0.3], [-0.1, -0.1, -0.1], [-0.1, 0.2, 0.0]],
  "lowdin_charge": [-0.186, -0.452, -0.189, -0.059, 0.037, -0.090, 0.094, -0.128, 0.083, -0.114, 0.087, -0.050, 0.110, 0.099, -0.133, -0.244, 0.087, 0.061, 0.064, -0.295, -0.135, 0.037, 0.077, 0.054, 0.039, 0.873, -0.075, -0.317, -0.361, -0.169, -0.177, -0.027, -0.042, 0.119, 0.089, 0.095, 0.087, 0.094, 0.086, 0.094, 0.092, 0.089, -0.026, -0.038, -0.173, 0.092, -0.279, -0.182, 0.099, 0.142, 0.085, 0.088, -0.147, -0.562, -0.138, 0.993, -0.576, -0.138, -0.152, -0.551, -0.138, -0.117, 0.060, 0.050, 0.069, 0.086, 0.066, 0.054, 0.069, 0.074, 0.058, 0.069, 0.059, 0.001, 0.070, 0.060, 0.093, 0.056, 0.075, 0.048, 0.066, 0.077, 0.053],
  "total_charge": -1
}

Record 3
{
  "formula": "C20H23N5O2S2",
  "method": "ωB97M-V/def2-TZVPD",
  "elements": ["C", "C", "N", "C", "C", "O", "C", "C", "C", "C", "C", "C", "C", "C", "C", "C", "N", "N", "C", "S", "C", "C", "O", "N", "C", "N", "C", "C", "S", "H", "H", "H", "H", "H", "H", "H", "H", "H", "H", "H", "H", "H", "H", "H", "H", "H", "H", "H", "H", "H", "H", "H"],
  "xyz": [[1.407, 4.471, -0.092], [0.635, 3.196, 0.233], [1.318, 2.033, -0.271], [1.094, 1.323, -1.418], [0.010, 1.621, -2.397], [-1.263, 1.720, -1.798], [-1.819, 0.590, -1.242], [-1.243, -0.673, -1.249], [-1.920, -1.719, -0.648], [-3.156, -1.548, -0.041], [-3.731, -0.278, -0.037], [-3.056, 0.773, -0.636], [-5.082, -0.023, 0.574], [-5.504, -1.131, 1.532], [-5.311, -2.483, 0.858], [-3.824, -2.722, 0.622], [1.949, 0.345, -1.515], [2.763, 0.387, -0.449], [2.382, 1.393, 0.294], [3.076, 1.876, 1.808], [4.101, 0.406, 2.128], [3.197, -0.800, 2.208], [2.310, -0.917, 3.021], [3.403, -1.791, 1.281], [4.247, -1.829, 0.202], [5.371, -1.213, 0.080], [5.956, -1.476, -1.114], [5.284, -2.331, -1.921], [3.820, -2.838, -1.170], [1.521, 4.586, -1.168], [2.394, 4.440, 0.364], [0.870, 5.331, 0.296], [-0.361, 3.221, -0.213], [0.542, 3.084, 1.318], [0.178, 2.602, -2.856], [0.034, 0.855, -3.180], [-0.282, -0.855, -1.703], [-1.468, -2.701, -0.653], [-3.488, 1.763, -0.644], [-5.815, 0.048, -0.238], [-5.075, 0.941, 1.087], [-4.894, -1.088, 2.437], [-6.547, -0.991, 1.822], [-5.843, -2.491, -0.096], [-5.720, -3.283, 1.478], [-3.332, -2.900, 1.584], [-3.676, -3.618, 0.013], [4.848, 0.309, 1.344], [4.562, 0.592, 3.098], [2.688, -2.511, 1.299], [6.897, -1.008, -1.336], [5.552, -2.691, -2.892]],
  "atomic_forces_ev_per_a": [[-0.1, -0.2, 0.1], [-0.2, 0.6, 0.1], [0.4, -0.7, -0.1], [0.0, 0.0, 0.0], [0.2, 0.1, -0.2], [-0.3, -0.1, 0.1], [-0.2, 0.0, 0.1], [0.2, 0.1, -0.2], [-0.1, 0.1, 0.0], [0.1, -0.1, 0.0], [0.1, 0.1, -0.1], [0.3, 0.0, -0.1], [-0.1, 0.0, 0.2], [-0.2, 0.0, -0.2], [0.2, 0.0, 0.2], [-0.2, -0.1, 0.0], [-0.7, -0.1, -0.9], [0.5, 0.3, 0.6], [-0.1, 0.0, -0.1], [0.2, 0.3, 0.4], [-0.3, 0.4, -0.3], [0.1, -0.1, 0.1], [0.0, 0.0, 0.1], [-0.4, -0.7, 0.3], [0.3, -0.6, -0.9], [0.0, 0.1, 0.8], [-0.1, -0.3, -0.6], [0.0, 0.0, 0.0], [0.3, 0.5, 0.4], [0.0, 0.0, -0.1], [0.1, 0.1, 0.0], [0.0, 0.1, 0.0], [0.1, -0.1, 0.2], [-0.1, 0.0, -0.1], [-0.1, -0.2, 0.0], [0.1, 0.1, 0.1], [0.1, 0.0, 0.0], [0.0, -0.1, 0.0], [-0.1, 0.1, 0.0], [0.0, 0.0, 0.0], [0.0, 0.0, -0.1], [0.0, 0.0, 0.1], [0.0, 0.0, 0.1], [-0.1, 0.0, 0.0], [0.0, 0.0, -0.1], [0.0, -0.1, 0.0], [0.0, 0.0, 0.0], [0.0, 0.1, 0.3], [0.0, -0.1, 0.0], [0.1, 0.2, 0.2], [0.2, 0.0, -0.1], [0.1, -0.1, -0.2]],
  "nbo_charge": [-0.613, -0.225, -0.360, 0.288, -0.112, -0.516, 0.360, -0.331, -0.165, -0.048, 0.008, -0.269, -0.423, -0.391, -0.391, -0.418, -0.280, -0.351, 0.173, 0.287, -0.637, 0.689, -0.581, -0.628, 0.288, -0.504, -0.031, -0.456, 0.381, 0.209, 0.217, 0.220, 0.235, 0.220, 0.209, 0.214, 0.237, 0.207, 0.213, 0.210, 0.215, 0.198, 0.208, 0.195, 0.209, 0.209, 0.213, 0.290, 0.260, 0.418, 0.211, 0.241],
  "smiles": "CCn1c(COc2ccc3c(c2)CCCC3)nnc1SCC(=O)Nc1nccs1",
  "total_charge": 0
}

no.,electronic energy (Eh)
1,-6958.6015
2,-3294.2175
3,-1996.5794